# 1
{
  "formula": "C13H48BMgO13S2",
  "method": "ωB97M-V/def2-TZVPD",
  "lumo_ev": -2.46,
  "max_force_ev_per_a": 4.0,
  "spin_multiplicity": 1,
  "e_tot_ha": -2523.166246,
  "total_charge": 1,
  "elements": ["Mg", "B", "H", "H", "H", "H", "O", "S", "O", "O", "C", "C", "C", "H", "H", "H", "H", "H", "H", "H", "H", "O", "S", "O", "O", "C", "C", "C", "H", "H", "H", "H", "H", "H", "H", "H", "C", "O", "H", "H", "H", "H", "C", "O", "H", "H", "H", "H", "C", "O", "H", "H", "H", "H", "C", "O", "H", "H", "H", "H", "C", "O", "H", "H", "H", "H", "C", "O", "H", "H", "H", "H", "C", "O", "H", "H", "H", "H"],
  "positions_angstrom": [[-0.98726, -1.74672, -0.59871], [-0.37989, 0.01551, -1.42843], [-1.26299, -0.48125, -1.79939], [-0.44205, -0.04658, -0.35302], [0.50545, -0.49537, -1.77400], [-0.36520, 1.02146, -1.81842], [2.10318, -3.55104, 1.88084], [1.98673, -2.32138, 1.11453], [0.92918, -2.16719, 0.06843], [1.94425, -0.97580, 2.12198], [2.85420, -0.85462, 3.24982], [2.89575, 0.63431, 3.74633], [3.61818, -2.05291, 0.36431], [3.86440, -1.15835, 2.97529], [2.52701, -1.48496, 4.07668], [3.29774, 1.36633, 3.04586], [3.42230, 0.74853, 4.69386], [1.90136, 0.96584, 4.04530], [4.38395, -2.21115, 1.12369], [3.81026, -1.03069, 0.03830], [3.73751, -2.78645, -0.43304], [-1.42151, -1.25437, 1.30037], [-1.78282, -1.01488, 2.69357], [-2.97925, -1.63945, 3.31682], [-0.43358, -1.39894, 3.52414], [-0.48085, -1.35861, 4.96624], [0.09624, -2.67742, 5.45400], [-1.84202, 0.76166, 3.07132], [-1.50843, -1.27543, 5.32016], [0.09685, -0.51362, 5.34088], [0.05022, -2.71808, 6.54227], [1.12021, -2.76471, 5.09073], [-0.44035, -3.53347, 5.04494], [-2.23046, 0.90635, 4.07942], [-2.53867, 1.21857, 2.36846], [-0.85760, 1.21490, 2.95475], [-1.31563, -2.83619, -3.49307], [-0.70164, -2.88730, -2.16791], [-1.01107, -1.92002, -3.99902], [-1.08356, -3.69782, -4.11904], [-2.37774, -2.65851, -3.32441], [0.10767, -3.38411, -2.30862], [-3.02577, 1.28247, -3.70517], [-3.74218, 0.11592, -3.46053], [-3.50116, 1.95931, -4.41510], [-2.87882, 1.73813, -2.72595], [-2.04789, 1.08143, -4.14271], [-4.63564, 0.37438, -3.22276], [2.24070, 0.10476, -4.05365], [0.81429, 0.01579, -4.24528], [2.55563, -0.74546, -3.44865], [2.76204, 0.16004, -5.00929], [2.37276, 0.93893, -3.36458], [0.43111, -0.03305, -3.36643], [2.67411, 2.06662, 0.58903], [2.20645, 2.28933, -0.76465], [2.04401, 1.29556, 1.03237], [3.71794, 1.75899, 0.65147], [2.54422, 2.94871, 1.21605], [1.49828, 1.65202, -0.88268], [-1.09102, 3.46107, 0.14804], [-1.61139, 2.13322, 0.00822], [-1.66014, 4.02263, 0.88889], [-0.03141, 3.53573, 0.39244], [-1.15193, 4.05861, -0.76154], [-1.09469, 1.55758, -0.56034], [-3.81068, -0.92580, -0.19939], [-2.88171, -1.90814, -0.68452], [-4.72194, -0.89725, -0.79679], [-3.96227, -1.01916, 0.87598], [-3.34519, 0.04950, -0.34159], [-3.41270, -2.68142, -0.88868], [0.40788, 3.39020, -3.52001], [1.09771, 4.56545, -3.80305], [0.22088, 2.78506, -4.40709], [0.96930, 2.76298, -2.82755], [-0.54942, 3.63841, -3.06168], [1.78866, 4.51142, -3.13876]],
  "atomic_forces_ev_per_a": [[0.9, -1.1, 1.0], [0.6, 1.2, -0.7], [-3.2, -1.0, -2.2], [0.4, 0.6, 3.8], [3.1, -2.0, -1.0], [0.0, 3.4, -1.2], [-0.9, 1.7, -1.0], [1.2, 0.7, 0.7], [2.1, -0.5, 2.5], [-0.6, -1.4, -1.7], [0.5, 1.0, 0.7], [-0.7, -0.6, -0.1], [-0.2, 0.1, 0.1], [-0.1, -0.1, -0.2], [-0.1, -0.1, -0.2], [0.0, -0.4, -0.1], [0.5, -0.5, -0.2], [-0.3, -0.1, -0.4], [-0.3, -0.5, 0.2], [-0.7, 0.0, -0.3], [-0.1, 0.1, 0.0], [-0.4, 0.0, 2.2], [-0.7, 0.0, 2.9], [2.9, 1.1, -2.0], [-1.4, 0.2, -1.4], [-0.3, -1.0, 0.7], [0.1, 0.2, -0.2], [-0.4, -0.3, -0.7], [-0.1, 0.2, -0.2], [0.0, 0.1, -0.3], [0.2, 0.0, 0.0], [0.1, -0.1, 0.3], [-0.2, 0.2, 0.0], [0.1, -0.4, 0.0], [0.1, 0.0, -0.1], [0.0, -0.3, -0.1], [-0.7, 1.4, 0.1], [0.2, -1.4, -1.2], [0.5, -0.1, 0.0], [-0.1, -0.1, 0.5], [0.0, -0.6, -0.1], [0.3, 0.0, 0.4], [0.8, 1.0, 0.3], [-0.6, -1.4, -0.3], [-0.3, 0.1, 0.1], [0.3, 0.7, -0.2], [0.0, -0.5, 0.2], [-0.1, -0.1, -0.1], [-1.4, 0.0, 1.2], [0.5, -0.3, -1.0], [0.4, -0.5, -0.4], [-0.2, 0.2, 0.3], [0.7, 0.5, -0.5], [0.0, 0.1, 0.0], [-0.9, -0.1, -0.3], [0.7, 0.0, 1.0], [0.2, -0.1, 0.1], [0.1, 0.0, -0.4], [0.0, 0.3, -0.2], [-0.2, 0.0, -0.3], [0.1, 0.2, -0.6], [-0.7, 1.1, 1.2], [-0.1, -0.4, 0.2], [0.1, -0.5, 0.4], [-0.3, -0.2, -0.4], [0.4, 0.5, -0.2], [0.3, 1.4, 0.1], [-1.9, -0.7, -0.3], [0.0, -0.4, 0.2], [-0.4, -0.4, -0.2], [0.1, 0.0, -0.1], [0.2, -0.3, -0.1], [-1.0, -1.0, 0.1], [0.9, 0.3, 0.2], [0.0, 0.1, -0.2], [-0.1, -0.1, 0.0], [-0.3, -0.2, 0.1], [0.4, 0.8, -0.2]],
  "lowdin_charge": [0.560, -0.413, 0.003, -0.008, 0.013, 0.029, -0.250, 0.766, -0.324, -0.292, -0.207, -0.033, -0.081, 0.110, 0.100, 0.059, 0.088, 0.067, 0.070, 0.078, 0.083, -0.323, 0.746, -0.267, -0.281, -0.252, -0.043, -0.067, 0.116, 0.122, 0.092, 0.065, 0.093, 0.082, 0.071, 0.080, -0.020, -0.148, 0.088, 0.107, 0.090, 0.120, -0.159, -0.118, 0.089, 0.077, 0.079, 0.081, -0.112, -0.156, 0.066, 0.092, 0.063, -0.020, -0.136, -0.121, 0.058, 0.079, 0.081, 0.023, -0.124, -0.149, 0.081, 0.066, 0.069, -0.032, -0.047, -0.141, 0.108, 0.081, 0.092, 0.135, -0.184, -0.084, 0.081, 0.048, 0.071, 0.074]
}

=====

# 2
{
  "formula": "C25H37Cl16I2N2OP",
  "method": "ωB97M-V/def2-TZVPD",
  "lumo_ev": -0.51,
  "smiles": "CCOCc1c(P(C)CC)ccc2nc(/C(I)=C(/C)I)cnc12.ClCCl.ClCCl.ClCCl.ClCCl.ClCCl.ClCCl.ClCCl.ClCCl",
  "max_force_ev_per_a": 1.8,
  "spin_multiplicity": 1,
  "e_tot_ha": -9459.287305,
  "total_charge": 0,
  "elements": ["C", "C", "O", "C", "C", "C", "P", "C", "C", "C", "C", "C", "C", "N", "C", "C", "I", "C", "C", "I", "C", "N", "C", "H", "H", "H", "H", "H", "H", "H", "H", "H", "H", "H", "H", "H", "H", "H", "H", "H", "H", "H", "H", "H", "Cl", "C", "Cl", "H", "H", "Cl", "C", "Cl", "H", "H", "Cl", "C", "Cl", "H", "H", "Cl", "C", "Cl", "H", "H", "Cl", "C", "Cl", "H", "H", "Cl", "C", "Cl", "H", "H", "Cl", "C", "Cl", "H", "H", "Cl", "C", "Cl", "H", "H"],
  "positions_angstrom": [[5.15053, -0.76565, 1.23439], [4.28623, -1.13419, -0.00620], [2.91479, -0.79553, 0.12714], [2.58406, 0.34641, -0.66307], [1.07488, 0.43579, -0.90574], [0.46554, 1.65192, -0.73474], [1.33791, 3.20207, -0.28199], [0.25922, 4.65303, -0.72369], [2.78200, 3.34505, -1.48891], [2.70469, 4.55446, -2.44693], [-0.96661, 1.73475, -0.91278], [-1.67096, 0.64860, -1.27097], [-1.06896, -0.61968, -1.48299], [-1.87784, -1.64159, -1.88548], [-1.18483, -2.73553, -2.07358], [-1.94022, -3.95023, -2.55665], [-2.87322, -3.68248, -4.46716], [-2.04530, -5.07973, -1.87719], [-2.75876, -6.33020, -2.30827], [-1.10910, -5.17373, 0.04985], [0.21912, -2.87845, -1.87813], [0.97928, -1.89210, -1.48578], [0.31801, -0.71168, -1.29651], [5.67426, -1.65658, 1.61535], [5.95222, -0.05495, 0.98456], [4.53724, -0.38083, 2.05960], [4.77482, -0.69727, -0.88919], [4.33576, -2.22883, -0.11905], [2.94357, 1.21686, -0.08794], [3.05950, 0.31736, -1.65961], [-0.11653, 4.60028, -1.75970], [-0.56358, 4.72133, -0.00214], [0.84612, 5.57792, -0.66332], [2.80542, 2.45053, -2.12653], [3.73973, 3.36457, -0.95095], [2.71869, 5.49032, -1.87325], [1.83200, 4.52791, -3.11277], [3.58325, 4.57958, -3.11298], [-1.45505, 2.69271, -0.74703], [-2.74904, 0.76726, -1.40345], [-3.28275, -6.24584, -3.26499], [-3.49970, -6.68656, -1.57618], [-2.03420, -7.15571, -2.42250], [0.69209, -3.84455, -2.05811], [0.49005, 4.06911, 2.75059], [1.44337, 5.52076, 3.06914], [2.66606, 5.79114, 1.81081], [0.78194, 6.37709, 3.10064], [1.94631, 5.40462, 4.02135], [1.73194, -2.53791, 3.27136], [1.99922, -0.90217, 2.64662], [2.45137, 0.22114, 3.93666], [2.79548, -0.93325, 1.91289], [1.08389, -0.55187, 2.18219], [-3.85438, 4.70395, -0.37312], [-3.49360, 6.36668, -0.85297], [-2.98600, 7.34385, 0.52860], [-2.69501, 6.35604, -1.58735], [-4.38795, 6.80591, -1.28088], [-4.87498, -1.55092, 1.83318], [-4.13168, -2.39910, 0.47092], [-5.30355, -3.41829, -0.38156], [-3.74061, -1.66654, -0.22747], [-3.32838, -3.02312, 0.84249], [-4.20639, -5.14556, 2.02026], [-3.26362, -5.93513, 3.28784], [-3.61922, -7.66491, 3.40139], [-2.20813, -5.81210, 3.06539], [-3.49911, -5.47007, 4.23885], [-5.81659, -7.54478, -0.89131], [-5.13434, -8.83313, 0.10666], [-6.06825, -10.32810, -0.03163], [-4.11672, -9.02520, -0.21797], [-5.13989, -8.51054, 1.13978], [4.46455, 0.93742, -3.77603], [6.17633, 0.52285, -3.92431], [6.59976, -0.83164, -2.87211], [6.38416, 0.24579, -4.95194], [6.77018, 1.38604, -3.64450], [-2.33171, 6.58331, 4.22486], [-1.52580, 7.17586, 5.68030], [0.18511, 6.72552, 5.72520], [-1.59815, 8.25763, 5.70285], [-2.01993, 6.75277, 6.54792]],
  "atomic_forces_ev_per_a": [[0.2, -0.2, 0.0], [1.0, -0.7, 0.5], [0.6, 0.5, -1.6], [-0.6, -0.4, 0.1], [0.8, 0.3, 0.7], [-1.2, 0.9, -0.9], [1.2, 0.1, 0.6], [-0.2, -0.5, -0.7], [-0.5, 0.0, -1.1], [0.5, 0.0, 0.1], [1.3, 0.5, 0.3], [-1.2, -0.1, -0.1], [-0.8, 1.3, 0.1], [1.7, -0.2, 0.1], [-1.1, -1.3, -0.7], [0.2, 0.7, 0.0], [0.3, -0.1, 0.7], [-0.4, -0.4, -0.1], [0.2, -0.8, 0.3], [-0.2, -0.2, -0.5], [0.3, 0.4, 0.0], [-0.6, -0.2, -0.5], [0.7, -0.2, 0.3], [-0.3, 0.2, -0.1], [-0.4, 0.0, 0.1], [0.4, 0.1, -0.3], [-0.6, -0.1, 0.1], [-0.2, 0.3, -0.1], [-0.2, 0.0, -0.5], [0.2, -0.2, 0.6], [-0.1, 0.0, 0.4], [0.1, 0.0, -0.2], [0.0, -0.4, 0.3], [-0.1, 0.2, 0.3], [-0.4, 0.0, 0.1], [-0.1, -0.1, -0.3], [0.1, 0.0, 0.4], [-0.2, -0.1, 0.3], [0.0, -0.2, -0.1], [0.3, -0.4, 0.0], [0.2, 0.3, 0.2], [0.4, 0.4, -0.1], [-0.1, 0.3, 0.1], [-0.2, 0.2, 0.0], [-0.2, 0.2, 0.5], [-0.1, -0.1, -0.1], [0.1, 0.1, 0.0], [0.0, 0.0, -0.1], [0.1, -0.1, -0.1], [-0.1, -0.1, 0.0], [0.0, 0.0, 0.3], [0.0, 0.1, 0.1], [-0.5, -0.1, 0.6], [0.0, 0.0, 0.1], [0.0, 0.0, -0.1], [0.0, 0.0, -0.1], [0.0, 0.0, 0.0], [0.0, -0.1, 0.1], [0.0, 0.0, 0.1], [0.0, 0.0, 0.0], [0.1, 0.3, -0.2], [0.1, 0.0, -0.1], [-0.1, 0.0, 0.0], [-0.1, 0.0, 0.0], [-0.1, -0.4, 0.3], [0.1, 0.2, 0.0], [0.0, 0.0, 0.0], [0.0, -0.1, -0.1], [-0.1, -0.1, 0.0], [-0.1, 0.0, 0.0], [0.1, 0.0, 0.0], [0.1, 0.0, 0.0], [-0.1, 0.0, -0.1], [-0.1, 0.0, 0.0], [0.1, 0.1, -0.2], [0.1, 0.0, -0.1], [0.2, 0.0, -0.1], [-0.1, -0.1, 0.0], [-0.1, 0.0, 0.1], [0.0, 0.0, 0.0], [-0.2, 0.1, 0.1], [-0.1, 0.1, 0.3], [0.1, 0.0, -0.1], [0.1, -0.1, -0.1]],
  "lowdin_charge": [-0.052, -0.246, -0.224, -0.171, -0.130, -0.308, 0.934, -0.318, -0.408, -0.167, -0.075, -0.020, -0.195, 0.180, -0.409, -0.701, 0.878, -0.733, -0.194, 0.977, -0.134, 0.177, -0.145, 0.077, 0.073, 0.041, 0.051, 0.125, 0.102, 0.065, 0.044, 0.005, 0.021, 0.016, 0.074, 0.058, 0.069, 0.068, 0.069, 0.121, 0.026, 0.005, 0.085, 0.105, 0.502, -1.049, 0.509, -0.020, -0.003, 0.503, -1.027, 0.514, -0.038, 0.031, 0.512, -1.025, 0.495, 0.020, 0.024, 0.510, -1.076, 0.495, -0.004, -0.062, 0.503, -0.999, 0.526, -0.004, 0.031, 0.530, -1.027, 0.510, 0.028, -0.024, 0.569, -0.992, 0.542, 0.026, 0.028, 0.510, -0.997, 0.560, 0.026, 0.027]
}

=====

# 3
{
  "formula": "C28H22N3OPRh",
  "method": "ωB97M-V/def2-TZVPD",
  "lumo_ev": -4.79,
  "de_lowest_kcal_mol": 26.7,
  "max_force_ev_per_a": 1.4,
  "spin_multiplicity": 1,
  "e_tot_ha": -1771.290049,
  "total_charge": 1,
  "elements": ["Rh", "C", "C", "C", "C", "C", "C", "P", "C", "C", "C", "C", "C", "C", "C", "C", "C", "C", "C", "C", "H", "H", "H", "H", "H", "H", "H", "H", "H", "H", "H", "H", "H", "H", "C", "C", "O", "C", "C", "C", "C", "C", "C", "H", "H", "H", "H", "H", "H", "H", "H", "N", "C", "N", "C", "N"],
  "positions_angstrom": [[0.60621, 1.35756, -0.98546], [1.97250, -2.24982, 3.31958], [2.40119, -0.93190, 3.21488], [1.65391, -0.01057, 2.50054], [0.46061, -0.41057, 1.90223], [0.02778, -1.73172, 2.00918], [0.78870, -2.65026, 2.71700], [-0.47645, 0.71812, 0.86565], [-2.22892, 0.41855, 1.07027], [-3.06710, 0.17122, -0.01051], [-4.42319, -0.02182, 0.20633], [-4.92992, 0.02823, 1.49625], [-4.08949, 0.27107, 2.57603], [-2.73421, 0.46242, 2.37157], [-0.12462, 2.43143, 1.28037], [-0.79300, 3.44407, 1.95904], [-0.23514, 4.70651, 1.87090], [0.90047, 4.94088, 1.09180], [1.48918, 3.95114, 0.31675], [0.93150, 2.67847, 0.41525], [2.56022, -2.96418, 3.88052], [3.31564, -0.61854, 3.69950], [1.99568, 1.01365, 2.41583], [-0.90482, -2.04252, 1.55325], [0.45012, -3.67347, 2.80447], [-2.67011, 0.14192, -1.01845], [-5.08122, -0.20946, -0.63054], [-5.98678, -0.12589, 1.66571], [-4.49096, 0.30866, 3.57930], [-2.07635, 0.63682, 3.21508], [-1.69438, 3.25640, 2.52765], [-0.68708, 5.53913, 2.39225], [1.29950, 5.94590, 1.04439], [2.31684, 4.17762, -0.34013], [3.75664, -1.54459, -0.54688], [2.40114, -1.10141, -0.99892], [2.06869, 0.04022, -0.63496], [1.55950, -1.98937, -1.80180], [2.00607, -3.28320, -2.09783], [1.22719, -4.12957, -2.86506], [0.00203, -3.69818, -3.35209], [-0.45665, -2.41756, -3.06987], [0.31733, -1.57620, -2.29827], [4.24738, -0.73053, -0.02334], [4.35966, -1.85776, -1.39892], [3.65666, -2.40080, 0.12267], [2.96016, -3.63390, -1.73368], [1.57952, -5.12608, -3.09140], [-0.59837, -4.36231, -3.95903], [-1.40576, -2.07894, -3.46104], [-0.04402, -0.57818, -2.07758], [0.31519, 2.24697, -2.81492], [-0.13528, 2.51907, -3.87480], [-0.55812, 2.87082, -4.99408], [-1.46620, 2.20761, -5.68908], [-2.26906, 1.66486, -6.31558]],
  "atomic_forces_ev_per_a": [[0.1, -1.1, -0.9], [0.0, 0.0, 0.0], [0.0, 0.0, 0.0], [0.0, 0.0, 0.0], [-0.2, -0.1, 0.0], [0.0, 0.0, 0.0], [0.0, 0.0, 0.0], [0.3, 0.9, 0.6], [0.1, -0.4, -0.3], [0.0, 0.1, -0.1], [0.0, 0.0, 0.0], [0.0, 0.0, 0.0], [0.0, 0.0, 0.0], [0.0, 0.0, 0.0], [-0.4, -0.5, 0.1], [0.4, 0.0, 0.2], [-0.1, 0.1, 0.0], [0.1, 0.0, 0.0], [0.1, -0.3, 0.1], [-0.5, 0.7, -0.3], [0.0, 0.0, 0.0], [0.0, 0.0, 0.0], [0.0, 0.0, 0.0], [0.0, 0.0, 0.0], [0.0, 0.0, 0.0], [0.0, 0.0, 0.0], [0.0, 0.0, 0.0], [0.0, 0.0, 0.0], [0.0, 0.0, 0.0], [0.0, 0.0, 0.0], [0.0, 0.0, 0.0], [0.0, 0.0, 0.0], [0.0, 0.0, 0.0], [0.0, 0.0, -0.1], [0.0, 0.0, 0.0], [-0.1, 0.0, 0.1], [0.1, 0.2, 0.2], [-0.1, -0.1, -0.1], [-0.1, 0.1, 0.0], [0.0, 0.0, 0.0], [0.0, 0.0, 0.0], [0.0, 0.0, 0.0], [0.2, 0.1, 0.2], [0.0, 0.0, 0.0], [0.0, 0.0, 0.0], [0.0, 0.0, 0.0], [0.0, 0.0, 0.0], [0.0, 0.0, 0.0], [0.0, 0.0, 0.0], [0.0, 0.0, 0.0], [-0.1, 0.0, -0.1], [0.2, 0.2, 0.5], [-0.2, -0.1, -0.2], [0.3, 0.3, 0.1], [-0.3, -0.2, -0.1], [0.0, 0.0, 0.0]],
  "lowdin_charge": [0.919, -0.060, -0.060, -0.074, -0.346, -0.079, -0.061, 1.036, -0.354, -0.077, -0.056, -0.050, -0.054, -0.085, -0.357, -0.043, -0.053, -0.050, -0.056, -0.280, 0.114, 0.115, 0.112, 0.113, 0.113, 0.101, 0.116, 0.116, 0.116, 0.119, 0.113, 0.116, 0.118, 0.113, 0.021, -0.307, -0.107, -0.150, -0.004, -0.042, -0.035, -0.041, -0.023, 0.099, 0.106, 0.105, 0.115, 0.118, 0.120, 0.119, 0.055, -0.007, -0.344, 0.102, -0.369, 0.116]
}